# C6H11B2F3I2O9PS

A gas-phase ion, C6H11B2F3I2O9PS (charge -1) (ωB97M-V/def2-TZVPD, OMol25).

Summary:
HOMO = -5.6 eV
HOMO-LUMO gap = 0.2874 Eh
total charge = -1

Each line ends with the natural charge from an NBO analysis.
Element x y z (Å)
C1 -1.5408 0.6893 3.9793  -0.6165
C2 -1.0272 1.0864 2.5815  -0.4367
C3 -1.8348 0.4408 1.4493  -0.0699
O1 -1.0753 0.3810 0.2493  -0.5453
C4 -0.9049 -0.8260 -0.4430  0.1401
P1 -2.6022 -1.5793 -0.8794  1.2855
O2 -3.2538 -0.1603 -1.4093  -0.9785
O3 -2.2794 -2.2486 -2.3176  -0.9880
O4 -0.3063 -0.4798 -1.6653  -0.7036
B1 1.1313 -0.3566 -1.4548  0.3050
B2 2.1924 -1.0071 -2.6585  0.8997
O5 3.5480 -1.1389 -2.3884  -0.9071
O6 1.7903 -1.4811 -3.8941  -0.9011
S1 1.5511 1.6136 -1.4432  1.8317
O7 2.5244 1.8602 -2.5043  -0.9620
O8 0.3697 2.4603 -1.4697  -0.9342
C5 2.5013 2.1397 0.0974  0.7277
F1 3.8090 1.8915 -0.0395  -0.3284
F2 2.0830 1.4999 1.1953  -0.3279
F3 2.3593 3.4484 0.3096  -0.3225
O9 1.3638 -1.0234 -0.1249  -0.7467
C6 0.2460 -1.7296 0.1201  0.0771
I1 0.3040 -3.6885 -0.8901  0.0475
I2 0.1914 -2.2553 2.2301  0.0924
H1 -2.4432 0.0726 3.8954  0.1970
H2 -0.8003 0.0782 4.5024  0.2137
H3 -1.8001 1.5620 4.5823  0.2021
H4 -0.0033 0.7267 2.4552  0.2291
H5 -1.0310 2.1719 2.4465  0.2063
H6 -2.1834 -0.5489 1.7621  0.1771
H7 -2.7098 1.0770 1.2456  0.1683
H8 -4.0256 0.0500 -0.8722  0.4916
H9 -2.2579 -1.5797 -3.0186  0.5082
H10 3.7433 -0.9416 -1.4669  0.4893
H11 2.3710 -2.2048 -4.1616  0.4788

---

# C6H11B3CsF12N2

A molecular structure, C6H11B3CsF12N2 (ωB97M-V/def2-TZVPD, OMol25).

Summary:
HOMO = -7.0 eV
HOMO-LUMO gap = 0.2493 Eh
total charge = -1

Each line ends with the Löwdin charge.
Element x y z (Å)
Cs1 27.4775 26.5588 23.9280  1.4074
C1 18.6110 24.3473 23.8887  -0.0409
C2 19.7808 23.3962 23.4217  -0.1535
N1 21.0108 24.0995 23.1529  -0.0849
C3 21.7085 24.0811 22.0158  -0.0292
C4 22.8654 24.9524 22.0923  0.0550
N2 22.8082 25.5769 23.3656  -0.0618
C5 21.6589 25.0000 24.0028  0.0683
C6 23.7258 26.5243 23.9613  -0.0010
H1 19.0580 25.1297 24.5020  0.0578
H2 17.8171 23.8305 24.4280  0.0835
H3 18.2700 24.9011 23.0140  0.0793
H4 19.4197 22.8183 22.5710  0.1284
H5 20.0537 22.7211 24.2328  0.1285
H6 21.5785 23.4196 21.1721  0.1315
H7 23.6416 25.0571 21.3487  0.1333
H8 21.2664 25.1650 24.9953  0.1553
H9 23.7466 26.4128 25.0453  0.1158
H10 23.3126 27.4958 23.6899  0.1209
H11 24.7435 26.3759 23.6002  0.0169
B1 30.3807 24.9891 25.9308  -1.4494
F1 30.3115 23.9455 25.0562  0.1243
F2 29.2267 25.5754 25.9576  0.1029
F3 30.6761 24.6294 27.2451  0.0971
F4 31.4234 25.8472 25.4390  0.0546
B2 29.5607 28.4302 21.8676  -1.3840
F5 30.0477 27.1573 21.4546  0.0530
F6 30.0345 29.3726 20.9348  0.0788
F7 28.1913 28.3680 21.7226  0.0091
F8 29.9363 28.7206 23.1516  0.1327
B3 26.1882 28.2856 26.4597  -1.5738
F9 25.8022 28.8208 27.6841  0.1216
F10 27.4871 28.4919 26.1074  0.0852
F11 26.2897 26.9588 26.6248  0.0702
F12 25.2648 28.4210 25.5262  0.1669

---

# C6H11B3F12N2Zn

A molecular structure, C6H11B3F12N2Zn (ωB97M-V/def2-TZVPD, OMol25).

Summary:
HOMO = -10.6 eV
HOMO-LUMO gap = 0.1259 Eh

Each line ends with the natural charge from an NBO analysis.
Element x y z (Å)
Zn1 -5.2377 -4.2477 4.6158  1.6176
C1 5.3449 3.2146 -5.6530  -0.6178
C2 3.8587 2.9532 -5.5586  -0.2140
N1 3.2062 3.2919 -4.2842  -0.2857
C3 2.2664 2.5015 -3.6966  -0.0181
C4 1.9886 3.1153 -2.4696  -0.0397
N2 2.7766 4.2738 -2.2742  -0.2772
C5 3.5836 4.3597 -3.3796  0.2295
C6 2.7090 5.2237 -1.1408  -0.4311
H1 5.4837 4.2909 -5.7546  0.2097
H2 5.6767 2.6939 -6.5512  0.2496
H3 5.8750 2.9279 -4.7447  0.2240
H4 3.6987 1.8898 -5.7370  0.2269
H5 3.3857 3.5248 -6.3571  0.2244
H6 1.7798 1.6266 -4.1018  0.2737
H7 1.1680 2.9969 -1.7774  0.2547
H8 4.3926 5.0457 -3.5830  0.2508
H9 1.6684 5.2908 -0.8235  0.2427
H10 3.0947 6.2424 -1.1812  0.2569
H11 3.1911 4.7493 -0.2860  0.2407
B1 -3.6737 -1.1213 7.3049  1.3155
F1 -2.3116 -0.9952 7.4211  -0.5432
F2 -3.9940 -2.4212 7.5895  -0.5243
F3 -4.4419 -0.4160 8.2072  -0.5448
F4 -4.2035 -1.0757 6.0456  -0.5761
B2 -2.4666 -3.7280 1.2652  1.3021
F5 -1.8648 -2.5725 0.9016  -0.5490
F6 -2.3603 -4.0345 2.5589  -0.5235
F7 -3.7941 -3.5269 1.1536  -0.5760
F8 -2.0983 -4.8889 0.5784  -0.5471
B3 -5.7207 -8.2179 4.2996  1.2972
F9 -5.0123 -7.6135 5.2898  -0.5214
F10 -6.3984 -7.2979 3.5714  -0.5519
F11 -4.9897 -9.0551 3.5185  -0.5395
F12 -6.5809 -9.0005 5.0331  -0.5355

---

# C6H11Br4N

3 unconnected molecules or ions with the total composition C6H11Br4N (ωB97M-V/def2-TZVPD, OMol25).

Summary:
SMILES = BrCCBr.BrCCBr.CC#N
energy above the lowest of the compared OMol25 structures with the same formula, charge and spin = 0.0 kJ/mol
HOMO = -10.1 eV
HOMO-LUMO gap = 0.3861 Eh

Each line ends with the natural charge from an NBO analysis.
Element x y z (Å)
Br1 -0.1633 -1.4209 -1.5695  0.0030
C1 -1.7117 -1.5540 -2.7724  -0.4586
C2 -2.2259 -2.9872 -3.0191  -0.4128
Br2 -2.9673 -3.5590 -1.2398  -0.0378
H1 -1.5290 -1.0565 -3.7248  0.2250
H2 -2.5415 -0.9968 -2.3374  0.2276
H3 -1.4914 -3.7293 -3.3321  0.2298
H4 -3.0842 -3.0189 -3.6902  0.2309
Br3 2.7370 -0.2794 4.0494  -0.0226
C3 2.0348 0.9216 2.5931  -0.4150
C4 3.2418 1.8787 2.2659  -0.4262
Br4 2.9169 2.8452 0.5422  -0.0436
H5 1.2264 1.5222 3.0102  0.2247
H6 1.6917 0.3358 1.7403  0.2292
H7 4.1734 1.3212 2.1696  0.2263
H8 3.4982 2.6012 3.0407  0.2291
C5 -0.7873 1.5728 0.0759  -0.7360
C6 -1.3760 0.5965 0.9771  0.2821
N1 -1.8409 -0.1620 1.6929  -0.3342
H9 -0.6585 2.4926 0.6464  0.2587
H10 -1.2890 1.5786 -0.8918  0.2584
H11 0.1458 1.0974 -0.2267  0.2621

---

# C6H11BrClIN2O2P

A gas-phase ion, C6H11BrClIN2O2P (charge +1) (ωB97M-V/def2-TZVPD, OMol25).

Summary:
SMILES = [H]/N=C\C[C@]1(I)CO[C@@H](P(O)Br)[C@H](Cl)[NH2+]1
HOMO = -12.8 eV
HOMO-LUMO gap = 0.3337 Eh
total charge = +1

Each line ends with the natural charge from an NBO analysis.
Element x y z (Å)
N1 4.2312 -0.5099 -0.6063  -0.5199
C1 3.3441 -0.0565 0.1645  0.1070
C2 2.1076 0.7160 -0.2497  -0.5399
C3 0.7393 0.0052 -0.1401  0.0331
I1 0.9613 -2.1382 0.0234  0.2323
C4 -0.2237 0.3587 -1.3063  -0.1222
O1 -1.3519 1.0917 -0.8806  -0.5127
C5 -2.1890 0.5369 0.1283  -0.2799
P1 -3.4637 -0.6350 -0.6428  1.0595
O2 -2.5116 -1.9275 -1.0056  -0.9917
Br1 -4.2947 -1.3597 1.2556  -0.1900
C6 -1.3639 0.0218 1.3158  -0.0850
Cl1 -1.8588 0.7485 2.8527  0.0371
N2 0.0642 0.4599 1.1309  -0.5789
H1 4.0375 -0.3149 -1.5909  0.3341
H2 3.4880 -0.2038 1.2378  0.1793
H3 2.0654 1.6223 0.3676  0.2303
H4 2.2371 1.0571 -1.2762  0.2482
H5 0.2948 1.0280 -1.9888  0.2256
H6 -0.4863 -0.5365 -1.8661  0.1991
H7 -2.7921 1.3707 0.4911  0.2508
H8 -2.2967 -1.9253 -1.9451  0.5078
H9 -1.3906 -1.0559 1.4493  0.2695
H10 0.0433 1.4868 1.1377  0.4483
H11 0.6093 0.1598 1.9438  0.4580

---

# C6H11Cl2O5S

2 unconnected molecules or ions with the total composition C6H11Cl2O5S (ωB97M-V/def2-TZVPD, OMol25).

Summary:
HOMO = -4.7 eV
HOMO-LUMO gap = 0.2583 Eh
total charge = -1

Each line ends with the natural charge from an NBO analysis.
Element x y z (Å)
C1 0.5154 -1.6254 -0.1705  -0.7273
C2 -0.2577 -0.4072 -1.0165  0.8026
O1 -0.2873 -0.5147 -2.3471  -0.5501
O2 -0.8075 0.6938 -0.2099  -0.5901
C3 -2.2781 0.7392 -0.2529  -0.0900
C4 -3.0260 -0.4993 0.5370  -0.6823
S1 -3.3226 -2.0249 -0.5307  2.0806
O3 -2.4052 -3.1875 -0.0100  -0.9824
O4 -4.8038 -2.5510 -0.4001  -0.9744
O5 -3.1005 -1.6750 -2.1920  -0.9512
H1 1.4646 -1.0931 0.3099  0.2215
H2 -0.1652 -1.9757 0.7149  0.2609
H3 0.8477 -2.4827 -0.8994  0.2527
H4 -2.5931 1.7334 0.3282  0.1845
H5 -2.7281 0.8615 -1.3375  0.2427
H6 -2.5093 -0.7823 1.5713  0.2484
H7 -4.1126 -0.0906 0.8160  0.2498
Cl1 4.5489 -0.0287 0.2400  -0.0580
C5 4.2083 1.7121 0.0798  -0.3889
C6 3.3042 2.2255 1.1895  -0.4005
Cl2 1.6479 1.5811 1.0602  -0.0235
H8 3.7707 1.8837 -0.9083  0.2291
H9 5.1723 2.2277 0.1189  0.2132
H10 3.2246 3.3147 1.1302  0.2162
H11 3.6927 1.9655 2.1791  0.2165

---

What is the formula in the third record? C6H11B3F12N2Zn